{
  "formula": "C5H6N",
  "method": "the ωB97M-V functional and the def2-TZVPD basis",
  "species": ["C", "C", "C", "C", "C", "N", "H", "H", "H", "H", "H", "H"],
  "positions_angstrom": [[-0.64310, -0.24596, -1.42090], [-1.54745, -0.12325, -0.31714], [-0.99797, 1.34517, -0.98124], [-0.71190, 0.81647, 0.40191], [0.89785, -1.33423, 0.27335], [0.08634, -0.20573, -0.14369], [-0.13900, 1.57311, -1.57218], [-1.85808, 1.81362, -1.30091], [-0.77369, 1.40061, 1.34178], [1.89814, -0.79169, 0.18817], [0.71567, -1.44786, 1.32056], [0.73972, -2.27992, -0.41918]],
  "homo_ev": -15.18,
  "spin_multiplicity": 1,
  "charge": 1,
  "total_energy_ev": -6756.1207,
  "lumo_ev": -5.6,
  "gap_ev": 9.583
}

***

{
  "formula": "C5H6N",
  "method": "the ωB97M-V functional and the def2-TZVPD basis",
  "species": ["C", "C", "C", "C", "C", "N", "H", "H", "H", "H", "H", "H"],
  "positions_angstrom": [[-0.17507, 0.57582, 1.28014], [-0.11243, 0.81158, 2.73419], [0.20459, 0.90546, -0.03566], [0.87728, 1.56985, -0.93498], [-0.26494, -1.56976, -0.08691], [-0.71165, -0.19633, 0.17380], [0.80268, 1.34192, -1.98759], [1.54182, 2.37245, -0.65682], [0.13749, -1.62526, -1.09878], [0.50669, -1.86804, 0.62137], [-1.09739, -2.26306, 0.00629], [-1.70908, -0.05464, -0.01505]],
  "homo_ev": -14.69,
  "spin_multiplicity": 1,
  "charge": 1,
  "total_energy_ev": -6757.5530,
  "lumo_ev": -6.5,
  "gap_ev": 8.156
}

***

{
  "formula": "C5H6N",
  "method": "the ωB97M-V functional and the def2-TZVPD basis",
  "species": ["C", "C", "C", "C", "C", "N", "H", "H", "H", "H", "H", "H"],
  "positions_angstrom": [[-1.14737, 1.30641, -0.22858], [0.17232, -0.99788, -0.14499], [0.98046, 0.34119, 0.05534], [-1.35665, -0.95850, 0.06130], [0.31194, 1.51958, 0.01425], [-1.94793, 0.19436, 0.08606], [-1.61558, 2.19094, -0.37160], [0.39500, -1.33354, -1.13250], [0.55156, -1.76156, 0.46377], [2.02906, 0.28606, 0.09922], [-1.86653, -1.91662, 0.51450], [0.67230, 2.45244, 0.20284]],
  "homo_ev": -15.78,
  "spin_multiplicity": 1,
  "charge": 1,
  "total_energy_ev": -6762.1865,
  "lumo_ev": -7.1,
  "gap_ev": 8.720,
  "smiles": "C1=CCC=[N+]=C1"
}

***

{
  "formula": "C5H6N",
  "method": "the ωB97M-V functional and the def2-TZVPD basis",
  "species": ["C", "C", "C", "C", "C", "N", "H", "H", "H", "H", "H", "H"],
  "positions_angstrom": [[-2.06008, -1.59528, -1.48817], [0.14460, -0.80808, 1.52611], [0.44692, -0.11844, 0.49267], [0.21224, -1.14164, -0.77821], [0.41751, 1.40879, 0.40185], [-0.94047, -1.33978, -1.22331], [-2.83677, -1.18682, -2.10108], [-0.40825, -1.59433, 2.00469], [1.02716, -1.75167, -0.82735], [-0.23014, 1.75831, -0.50647], [1.41995, 1.79645, 0.24192], [0.03412, 1.90853, 1.26458]],
  "homo_ev": [-14.12, -13.54],
  "spin_multiplicity": 1,
  "charge": 1,
  "total_energy_ev": -6758.4283,
  "lumo_ev": [-6.2, -7.0],
  "gap_ev": [7.928, 6.573]
}

***

The ΔE to the lowest compared entry with this formula, charge and spin results, record by record, are as follows: 9.057 7.624 2.991 6.749 eV.